[1]
C21H34AuN2Si2 as an isolated structure, computed with ωB97M-V/def2-TZVPD.

```
60
Properties=species:S:1:pos:R:3:mulliken_charge:R:1
Au 9.0772 5.8884 10.0674 0.833
C 6.7646 3.9192 9.8297 -0.930
C 7.2252 4.7541 11.0211 -0.206
C 6.6203 5.9606 11.3608 -0.001
C 6.6903 6.4996 12.6572 0.118
C 5.9513 7.7288 12.9876 -1.513
C 7.4936 5.8428 13.5855 -0.480
C 8.1885 4.6633 13.2897 0.296
C 8.9247 3.9168 14.3743 -1.640
C 8.0934 4.1834 11.9717 0.006
H 6.5654 4.5466 8.9352 0.081
H 5.8372 3.4239 10.1216 0.405
H 7.4816 3.1804 9.6188 0.408
H 5.9216 6.3632 10.6498 0.634
H 6.1890 7.9560 14.0429 0.356
H 4.9129 7.5592 12.8472 0.389
H 6.2130 8.5935 12.4014 0.341
H 7.5280 6.2787 14.5714 0.332
H 9.7746 3.3892 13.9144 0.374
H 8.2513 3.1776 14.8318 0.431
H 9.1518 4.5672 15.1891 0.400
H 8.5597 3.2321 11.6887 0.331
C 8.8274 8.0533 5.9081 -1.061
Si 7.9741 6.7255 6.9318 0.056
C 6.8889 5.5325 5.9420 -1.193
C 6.9338 7.6123 8.1816 -0.939
N 9.1213 5.8296 7.8800 -0.217
C 10.3501 5.5186 7.4985 0.432
C 10.6392 5.1841 6.1721 -0.627
C 11.9427 5.0325 5.7909 -0.571
C 12.9959 5.2714 6.6712 -1.073
C 12.7640 5.6028 7.9477 -0.429
C 11.4324 5.6591 8.4562 1.144
N 11.1318 5.9093 9.7661 -0.094
Si 12.2200 6.4434 11.0746 0.182
C 13.0833 8.0325 10.6592 -1.094
C 13.5318 5.1087 11.3825 -1.094
C 11.1942 6.5209 12.6301 -0.897
H 8.0333 8.8458 5.6770 0.305
H 9.2182 7.6650 4.9657 0.331
H 9.6697 8.5459 6.4020 0.365
H 6.5511 5.9581 5.0028 0.452
H 5.9791 5.2371 6.5254 0.336
H 7.4746 4.6708 5.6954 0.418
H 6.2505 8.2831 7.6617 0.540
H 7.5063 8.1789 8.9154 0.258
H 6.3120 6.9198 8.7115 0.060
H 9.8078 5.1348 5.4826 0.334
H 12.1533 4.8004 4.7628 0.415
H 14.0192 5.2572 6.2509 0.366
H 13.5149 5.8845 8.6380 0.456
H 14.1446 7.7509 10.5060 0.343
H 13.0296 8.6546 11.5336 0.428
H 12.6826 8.5749 9.7861 0.310
H 14.0133 4.7130 10.4762 0.394
H 13.0693 4.2537 11.9418 0.264
H 14.2965 5.5216 12.0100 0.396
H 10.3901 7.2656 12.5839 0.311
H 11.8854 6.8222 13.4335 0.423
H 10.8091 5.5574 12.9046 0.005
```

Orbital gap (spin up / spin down), eV: 7.96 / 6.09
2S+1: 3
E, Eh: -1644.5973
Charge: +1
LUMO (spin up / spin down), eV: -2.69 / -5.31



[2]
A 6-piece molecular cluster, C33H82N6O8 overall, computed with ωB97M-V/def2-TZVPD.

```
129
Properties=species:S:1:pos:R:3:mulliken_charge:R:1
C 10.5185 0.6124 -1.6208 -1.705
C 9.0419 0.1472 -1.9437 1.186
C 9.2089 -0.8831 -3.0229 -1.736
C 8.6274 -0.6669 -0.6727 -1.042
C 7.0712 -0.9144 -0.6664 -0.872
C 6.2041 0.4245 -0.7896 -1.315
C 6.6310 1.2167 -1.9403 1.652
C 6.1002 0.6666 -3.2155 -1.801
C 6.1013 2.6636 -1.5332 -1.891
N 8.1308 1.3240 -2.0874 0.372
O 8.4958 2.2619 -3.0406 -0.490
H 10.9038 1.1865 -2.4634 0.432
H 11.0729 -0.3026 -1.4120 0.414
H 10.6727 1.0542 -0.6363 0.384
H 9.5958 -0.5142 -3.9728 0.396
H 8.2755 -1.3469 -3.3418 0.395
H 9.7425 -1.7748 -2.6939 0.392
H 8.8297 -1.7379 -0.6589 0.438
H 8.8300 -0.0966 0.2339 0.374
H 6.6383 -1.6659 -0.0061 0.445
H 7.0684 -1.5755 -1.5330 0.249
H 6.1826 0.9280 0.1769 0.432
H 5.1584 0.1907 -0.9896 0.500
H 5.9274 -0.4096 -3.2104 0.353
H 5.1053 1.0793 -3.3822 0.492
H 6.6944 0.9415 -4.0870 0.317
H 5.0165 2.7071 -1.4361 0.438
H 6.4175 3.1156 -0.5931 0.427
H 6.2952 3.3923 -2.3203 0.424
H 9.0339 2.8873 -2.5497 0.344
C -4.3205 11.6582 4.8323 -0.678
O -4.9338 10.3501 4.8099 -0.380
C -6.3504 10.3015 4.6462 -0.751
C -7.2337 10.5843 5.8977 0.628
C -6.8798 9.7048 7.0967 -1.485
N -8.5651 10.2041 5.5656 -0.674
H -3.3584 11.5083 5.3223 0.241
H -4.8701 12.3738 5.4438 0.288
H -4.2125 11.9088 3.7770 0.291
H -6.5006 11.0975 3.9168 0.417
H -6.5295 9.3113 4.2273 0.346
H -7.2654 11.6309 6.2005 0.180
H -6.7572 8.6666 6.7882 0.373
H -7.5644 9.5311 7.9269 0.414
H -5.9121 9.9564 7.5308 0.310
H -8.8878 9.2587 5.7147 0.245
H -8.6024 10.4174 4.5791 0.235
C -4.5789 -1.9567 10.0368 -0.644
O -4.9159 -0.8580 10.9055 -0.316
C -4.1590 0.3963 10.8352 -0.701
C -4.8069 1.5033 11.9251 0.446
C -5.0848 2.8427 11.2373 -1.406
N -3.9532 1.8641 13.0383 -0.781
H -5.3289 -2.7175 10.2534 0.221
H -3.5826 -2.3333 10.2683 0.264
H -4.6680 -1.5285 9.0384 0.277
H -3.1333 0.1965 11.1451 0.388
H -4.2213 0.7898 9.8207 0.345
H -5.6919 1.0178 12.3364 0.310
H -5.7724 2.8987 10.3934 0.351
H -4.1251 3.1620 10.8311 0.357
H -5.3887 3.5376 12.0202 0.373
H -3.8650 1.0251 13.5937 0.273
H -4.5506 2.4770 13.5746 0.245
C -1.4420 -10.2493 -2.4292 -0.642
O -0.1265 -9.8279 -2.4578 -0.376
C 0.1396 -8.8595 -3.4758 -0.727
C 1.5921 -8.4059 -3.7666 0.456
C 1.9014 -7.4280 -4.9189 -1.357
N 2.4294 -9.6060 -3.8546 -0.731
H -2.0232 -9.3299 -2.3592 0.280
H -1.6275 -10.8447 -1.5352 0.220
H -1.5499 -10.8057 -3.3603 0.306
H -0.0221 -9.3516 -4.4349 0.288
H -0.5666 -8.0500 -3.2913 0.409
H 1.9551 -7.7523 -2.9734 0.262
H 1.4050 -6.4952 -4.6514 0.353
H 1.4103 -7.9401 -5.7463 0.327
H 2.9700 -7.3306 -5.1107 0.343
H 1.8844 -10.2013 -3.2474 0.325
H 2.3418 -10.0707 -4.7470 0.265
C 1.1868 -3.8396 2.0633 -0.727
O 0.7217 -2.7936 3.0085 -0.392
C 0.1992 -1.6311 2.5500 -0.256
C -1.2168 -1.4558 3.1279 -0.807
N -1.6462 -0.0974 3.1465 -0.409
C -0.9749 0.6211 4.2584 -0.365
C -1.2103 2.1272 3.9814 -0.818
O -0.3409 2.4926 2.9326 -0.266
C -0.0831 3.8937 2.9888 -0.856
H 1.9187 -3.4633 1.3486 0.317
H 0.4180 -4.2880 1.4341 0.320
H 1.6443 -4.6459 2.6367 0.247
H 0.1583 -1.7870 1.4720 0.368
H 0.8871 -0.7953 2.6780 0.301
H -1.1425 -1.6908 4.1897 0.339
H -1.9681 -2.1025 2.6748 0.294
H -1.5120 0.3550 2.2535 0.283
H 0.0896 0.3872 4.2760 0.271
H -1.4207 0.4080 5.2300 0.339
H -1.1670 2.7738 4.8579 0.522
H -2.2470 2.3578 3.7361 0.380
H 0.4642 4.2708 3.8527 0.322
H -1.0163 4.4569 2.9812 0.334
H 0.4195 4.2491 2.0892 0.261
C -1.6465 -0.5562 -5.9704 -0.811
O -2.2978 -1.4481 -6.8250 -0.314
C -1.5887 -1.7124 -8.0552 -0.509
C -2.3701 -2.8511 -8.7766 -0.513
N -1.8831 -2.9757 -10.2057 -0.367
C -2.8650 -3.7439 -11.0224 -0.564
C -2.4896 -3.5542 -12.5904 -0.525
O -2.3940 -2.0548 -12.7362 -0.304
C -1.9438 -1.6290 -14.0180 -0.745
H -1.8069 0.4871 -6.2422 0.310
H -0.5619 -0.6309 -6.0490 0.298
H -1.7220 -0.7498 -4.9004 0.303
H -0.5501 -1.9138 -7.7926 0.355
H -1.6402 -0.7730 -8.6054 0.316
H -3.4076 -2.5246 -8.7049 0.304
H -2.1660 -3.8245 -8.3306 0.227
H -1.6193 -2.0404 -10.4809 0.281
H -3.8186 -3.2277 -10.9109 0.350
H -2.9425 -4.7826 -10.7013 0.366
H -3.2713 -4.1377 -13.0768 0.364
H -1.5019 -3.9940 -12.7289 0.346
H -1.1160 -2.2160 -14.4159 0.338
H -1.4519 -0.6978 -13.7369 0.243
H -2.7994 -1.3950 -14.6515 0.247
```

Orbital gap, eV: 8.61
2S+1: 1
E, Eh: -2236.5344
Relative energy (zero: lowest compared OMol25 entry of this formula, charge and spin), eV: 1.3863
Charge: 0
LUMO, eV: 0.50